[1]
A molecular structure, C17H15ClFeO6S in a non-equilibrium geometry, computed with ωB97M-V/def2-TZVPD.

HOMO energy (alpha / beta), Eh: -0.285 / -0.329
Multiplicity: 5
Net charge: 0
Expectation value of S²: 6.09

Element x y z (Å)
C  1.180  0.193  3.239
O  0.885  -0.798  2.237
C  -0.009  -0.369  1.220
C  -1.226  0.333  1.558
C  -1.479  1.621  0.757
C  -0.515  2.020  -0.354
C  0.310  1.016  -0.794
C  0.537  -0.209  -0.101
Fe  -1.317  -2.191  1.458
C  -2.984  -2.631  1.218
O  -4.101  -2.642  0.845
C  -1.015  -3.533  2.483
O  -0.953  -4.573  3.011
C  -1.047  -3.123  0.024
O  -1.095  -3.610  -1.050
H  1.588  -0.388  4.070
H  1.940  0.889  2.839
H  0.262  0.739  3.527
H  -1.527  0.427  2.617
H  -2.499  1.496  0.346
H  -1.610  2.505  1.414
H  -0.631  3.088  -0.909
H  0.898  1.169  -1.718
H  1.275  -0.945  -0.428
Cl  0.156  5.410  -0.866
C  -0.861  4.169  -1.499
S  -0.635  3.817  -3.254
C  -1.213  5.326  -4.037
C  -2.561  5.431  -4.376
C  -3.060  6.675  -4.771
C  -2.210  7.786  -4.825
C  -0.853  7.656  -4.504
C  -0.351  6.418  -4.102
O  0.752  3.673  -3.631
O  -1.593  2.775  -3.527
H  -1.905  4.501  -1.426
H  -3.199  4.552  -4.295
H  -4.121  6.767  -5.012
H  -2.609  8.771  -5.091
H  -0.183  8.517  -4.542
H  0.692  6.297  -3.808


[2]
C17H15ClN4OS in the gas phase in a non-equilibrium geometry, computed with ωB97M-V/def2-TZVPD.

HOMO energy, Eh: -0.294
Relative energy (zero: lowest compared OMol25 entry of this formula, charge and spin), kJ/mol: 104.1
Net charge: 0
SMILES: COc1ccc(NC(=S)Nc2cc(-c3ccccc3)[nH]n2)cc1Cl

Element x y z (Å)
C  -5.355  -3.363  -4.290
O  -5.343  -2.173  -3.521
C  -4.114  -1.684  -3.161
C  -3.830  -1.586  -1.799
C  -2.642  -1.059  -1.347
C  -1.673  -0.617  -2.251
N  -0.498  -0.112  -1.712
C  0.629  0.352  -2.286
S  0.987  0.465  -3.895
N  1.599  0.778  -1.415
C  1.590  0.800  -0.041
C  2.643  1.263  0.771
C  2.197  1.103  2.071
C  2.841  1.407  3.337
C  2.094  1.608  4.498
C  2.724  1.898  5.694
C  4.104  1.993  5.751
C  4.854  1.798  4.602
C  4.230  1.508  3.404
N  0.954  0.577  1.976
N  0.573  0.378  0.707
C  -1.946  -0.693  -3.613
C  -3.152  -1.210  -4.055
Cl  -3.442  -1.199  -5.761
H  -4.875  -3.236  -5.262
H  -4.862  -4.178  -3.749
H  -6.406  -3.606  -4.434
H  -4.580  -1.931  -1.104
H  -2.450  -0.991  -0.286
H  -0.470  -0.090  -0.687
H  2.436  1.125  -1.865
H  3.574  1.672  0.439
H  1.015  1.560  4.466
H  2.134  2.054  6.585
H  4.593  2.218  6.686
H  5.931  1.871  4.641
H  4.818  1.346  2.514
H  0.343  0.294  2.724
H  -1.228  -0.341  -4.334


[3]
C17H15F3N4O3S in the gas phase in a non-equilibrium geometry, computed with ωB97M-V/def2-TZVPD.

HOMO energy, Eh: -0.357
Relative energy (zero: lowest compared OMol25 entry of this formula, charge and spin), kJ/mol: 297.2
Net charge: 0
SMILES: O=C1c2[nH]ncc2[C@@H](C2CC2)N(S(=O)(=O)c2ccc(C(F)(F)F)cn2)C12CC2

Element x y z (Å)
O  1.642  -1.314  -2.243
C  1.331  -0.978  -1.111
C  1.236  0.463  -0.728
N  1.168  1.715  -1.319
N  1.126  2.738  -0.481
C  1.150  2.196  0.716
C  1.238  0.809  0.646
C  1.181  -0.268  1.721
C  0.731  0.285  3.049
C  1.512  0.389  4.350
C  0.523  -0.698  4.246
N  0.515  -1.564  1.284
S  -1.254  -1.753  1.243
O  -1.635  -2.781  0.197
O  -1.683  -2.348  2.558
C  -2.065  -0.070  0.950
C  -2.685  0.152  -0.352
C  -3.227  1.312  -0.833
C  -3.188  2.365  0.120
C  -3.451  3.826  -0.244
F  -3.910  4.438  0.839
F  -4.229  3.987  -1.344
F  -2.220  4.269  -0.484
C  -2.580  2.155  1.348
N  -2.058  1.023  1.809
C  1.411  -1.932  0.091
C  1.309  -3.401  -0.320
C  2.512  -2.877  0.426
H  1.067  1.986  -2.242
H  1.379  2.770  1.627
H  2.243  -0.520  1.926
H  0.129  1.133  2.833
H  2.631  -0.028  4.290
H  1.334  1.255  4.961
H  -0.388  -0.708  4.800
H  0.884  -1.700  4.286
H  -2.506  -0.720  -1.026
H  -3.877  1.509  -1.712
H  -2.425  3.068  2.034
H  0.741  -4.015  0.377
H  1.409  -3.680  -1.282
H  3.335  -3.112  -0.219
H  2.667  -3.169  1.505


[4]
2 unconnected molecules or ions with the total composition C17H15F6NO in a non-equilibrium geometry, computed with ωB97M-V/def2-TZVPD.

HOMO energy, Eh: -0.270
Relative energy (zero: lowest compared OMol25 entry of this formula, charge and spin), kJ/mol: 0.0
Net charge: 0

Element x y z (Å)
C  -4.788  -0.143  1.586
N  -3.370  0.169  1.443
C  -3.043  1.384  0.700
C  -2.460  -0.759  1.743
C  -1.032  -0.478  1.675
C  -0.475  0.749  2.076
C  0.875  0.991  1.857
C  1.674  -0.037  1.357
C  3.142  0.199  1.150
F  3.861  -0.961  1.278
F  3.418  0.702  -0.098
F  3.643  1.096  2.050
C  1.151  -1.271  1.004
C  -0.202  -1.501  1.184
H  -5.336  0.754  1.293
H  -5.076  -0.981  0.938
H  -5.036  -0.397  2.619
H  -3.967  1.695  0.203
H  -2.724  2.192  1.370
H  -2.249  1.203  -0.042
H  -2.786  -1.789  1.563
H  -1.087  1.528  2.538
H  1.308  1.959  2.072
H  1.782  -2.048  0.593
H  -0.653  -2.457  0.919
F  -2.310  -6.825  6.566
C  -1.311  -5.900  6.453
F  -0.776  -5.738  7.701
F  -0.332  -6.466  5.674
C  -1.799  -4.604  5.856
C  -1.148  -3.417  6.195
C  -1.493  -2.245  5.550
C  -2.458  -2.239  4.480
O  -2.607  -1.230  3.700
C  -3.218  -3.446  4.317
C  -2.866  -4.610  4.966
H  -0.380  -3.419  6.963
H  -1.002  -1.311  5.810
H  -4.056  -3.436  3.624
H  -3.418  -5.531  4.775


[5]
A molecular structure, C17H15MoN5O5S, computed with ωB97M-V/def2-TZVPD.

HOMO energy (alpha / beta), Eh: -0.272 / -0.292
Relative energy (zero: lowest compared OMol25 entry of this formula, charge and spin), kJ/mol: 12.3
Multiplicity: 3
Net charge: 0
Expectation value of S²: 2.03

Element x y z (Å)
Mo  -0.126  -0.331  -0.300
O  2.324  -3.655  -0.466
C  1.804  -2.562  -0.460
O  0.680  -2.225  0.099
C  2.526  -1.378  -1.097
C  3.795  -1.389  -1.643
C  4.338  -0.183  -2.072
C  3.626  1.004  -1.921
C  2.362  0.936  -1.371
N  1.849  -0.236  -1.007
C  1.445  2.107  -1.039
O  1.786  3.240  -1.297
O  0.355  1.729  -0.441
H  4.327  -2.328  -1.708
H  5.329  -0.163  -2.505
H  4.024  1.967  -2.209
C  -2.956  -1.567  2.877
C  -1.876  -0.930  2.069
N  -1.929  -0.885  0.774
N  -2.994  -1.566  0.233
C  -3.475  -1.151  -0.891
N  -4.572  -1.801  -1.360
S  -3.028  0.235  -1.883
C  -0.683  -0.328  2.685
C  -0.512  -0.184  4.057
C  0.633  0.428  4.535
C  1.582  0.891  3.639
C  1.351  0.710  2.289
N  0.257  0.108  1.827
H  -3.931  -1.275  2.492
H  -2.889  -2.653  2.780
H  -2.894  -1.305  3.928
H  -4.834  -2.644  -0.873
H  -4.745  -1.759  -2.350
H  -1.263  -0.540  4.744
H  0.779  0.546  5.601
H  2.485  1.383  3.971
H  2.055  1.058  1.545
C  -0.725  0.905  -3.137
C  -1.198  -0.006  -2.029
O  -0.754  -1.258  -1.978
H  -1.216  0.647  -4.079
H  0.349  0.781  -3.274
H  -0.927  1.950  -2.900


[6]
C17H15N3O5 in the gas phase in a non-equilibrium geometry, computed with ωB97M-V/def2-TZVPD.

HOMO energy, Eh: -0.341
Relative energy (zero: lowest compared OMol25 entry of this formula, charge and spin), kJ/mol: 262.5
Net charge: 0
SMILES: O=C(Nc1cccc2c1CCCC2)c1cc([N+](=O)[O-])cc([N+](=O)[O-])c1

Element x y z (Å)
O  -1.601  -3.207  -1.459
C  -1.202  -2.218  -0.885
N  0.078  -2.072  -0.474
C  0.584  -1.055  0.369
C  -0.075  -0.759  1.559
C  0.398  0.242  2.385
C  1.539  0.947  2.039
C  2.204  0.655  0.860
C  1.728  -0.346  0.013
C  2.502  -0.565  -1.249
C  3.992  -0.742  -0.927
C  4.519  0.335  0.039
C  3.443  1.363  0.416
C  -2.095  -1.034  -0.630
C  -1.667  0.257  -0.912
C  -2.522  1.328  -0.696
N  -2.044  2.672  -0.967
O  -0.903  2.784  -1.353
O  -2.814  3.584  -0.782
C  -3.810  1.144  -0.216
C  -4.229  -0.154  0.034
N  -5.577  -0.378  0.532
O  -6.304  0.584  0.609
O  -5.872  -1.509  0.839
C  -3.390  -1.242  -0.174
H  0.703  -2.828  -0.725
H  -0.952  -1.327  1.833
H  -0.119  0.465  3.306
H  1.911  1.726  2.687
H  2.138  -1.428  -1.808
H  2.380  0.316  -1.887
H  4.555  -0.722  -1.861
H  4.134  -1.729  -0.483
H  4.871  -0.139  0.956
H  5.367  0.858  -0.404
H  3.209  1.979  -0.457
H  3.816  2.021  1.200
H  -0.680  0.452  -1.304
H  -4.468  1.984  -0.046
H  -3.748  -2.243  0.019


[7]
C17H15N5OS in the gas phase in a non-equilibrium geometry, computed with ωB97M-V/def2-TZVPD.

HOMO energy, Eh: -0.295
Relative energy (zero: lowest compared OMol25 entry of this formula, charge and spin), kJ/mol: 89.8
Net charge: 0
SMILES: Cc1cc(C)n2nc(SCc3ncc(-c4ccccc4)o3)nc2n1

Element x y z (Å)
C  4.111  3.683  -1.509
C  3.879  2.479  -0.656
C  4.855  1.464  -0.577
C  4.642  0.363  0.216
C  5.569  -0.784  0.400
N  3.474  0.337  0.882
N  3.010  -0.594  1.712
C  1.822  -0.118  2.060
S  0.785  -0.953  3.162
C  -0.760  -0.089  2.729
C  -1.291  -0.592  1.441
N  -0.614  -1.045  0.433
C  -1.541  -1.365  -0.509
C  -2.791  -1.087  -0.022
C  -4.121  -1.225  -0.575
C  -5.238  -0.862  0.179
C  -6.507  -0.993  -0.349
C  -6.682  -1.488  -1.631
C  -5.578  -1.851  -2.386
C  -4.305  -1.723  -1.866
O  -2.620  -0.593  1.238
N  1.493  1.067  1.522
C  2.530  1.367  0.764
N  2.743  2.423  0.002
H  4.302  3.385  -2.538
H  4.980  4.233  -1.150
H  3.238  4.325  -1.471
H  5.770  1.551  -1.140
H  6.480  -0.644  -0.175
H  5.074  -1.703  0.092
H  5.811  -0.892  1.457
H  -0.509  0.972  2.653
H  -1.476  -0.261  3.531
H  -1.242  -1.768  -1.454
H  -5.097  -0.477  1.177
H  -7.365  -0.709  0.243
H  -7.676  -1.590  -2.042
H  -5.711  -2.236  -3.386
H  -3.447  -2.006  -2.456


[8]
C17H15N9O in the gas phase in a non-equilibrium geometry, computed with ωB97M-V/def2-TZVPD.

HOMO energy, Eh: -0.310
Relative energy (zero: lowest compared OMol25 entry of this formula, charge and spin), kJ/mol: 256.5
Net charge: 0
SMILES: Nc1ncc(-c2ccc(C3(c4noc(-c5nc[nH]n5)n4)CCC3)cn2)cn1

Element x y z (Å)
N  2.202  -4.121  -6.578
C  2.090  -3.582  -5.428
N  1.239  -4.109  -4.589
C  0.908  -3.369  -3.525
C  1.535  -2.198  -3.209
C  1.254  -1.452  -1.996
C  -0.081  -1.318  -1.408
C  -0.241  -0.612  -0.199
C  0.849  0.087  0.380
C  0.552  0.755  1.717
C  -0.530  1.747  1.575
N  -0.586  2.648  0.680
O  -1.809  3.273  0.816
C  -2.400  2.619  1.891
C  -3.630  3.149  2.617
N  -4.507  4.010  1.982
C  -5.503  4.218  2.883
N  -5.247  3.570  4.029
N  -4.151  2.798  3.849
N  -1.648  1.716  2.427
C  0.409  -0.283  2.905
C  1.803  -0.069  3.483
C  1.861  1.155  2.533
C  1.986  0.117  -0.428
N  2.163  -0.666  -1.589
C  2.553  -1.811  -4.085
N  2.827  -2.497  -5.160
H  2.738  -3.520  -7.165
H  2.547  -5.072  -6.375
H  0.408  -3.732  -2.605
H  -0.923  -1.779  -1.777
H  -1.173  -0.793  0.368
H  -6.449  4.605  2.735
H  -6.026  3.436  4.681
H  -0.348  -0.139  3.707
H  0.276  -1.356  2.593
H  1.903  0.358  4.510
H  2.585  -0.797  3.321
H  1.760  2.151  2.964
H  2.768  1.195  1.831
H  2.911  0.574  -0.119
H  3.125  -0.906  -4.242


[9]
C17H15NO4 in the gas phase in a non-equilibrium geometry, computed with ωB97M-V/def2-TZVPD.

HOMO energy, Eh: -0.300
Relative energy (zero: lowest compared OMol25 entry of this formula, charge and spin), kJ/mol: 154.9
Net charge: 0
SMILES: COc1ccc([C@@H](OC)N2C(=O)c3ccccc3C2=O)cc1

Element x y z (Å)
C  -1.597  2.351  5.258
O  -2.275  1.776  4.115
C  -1.774  1.818  2.856
C  -2.521  1.126  1.866
C  -1.953  0.878  0.635
C  -0.691  1.393  0.310
C  -0.124  1.154  -1.075
O  0.993  1.933  -1.314
C  1.249  2.171  -2.704
N  0.228  -0.276  -1.231
C  -0.201  -1.037  -2.323
O  -1.003  -0.650  -3.165
C  0.529  -2.322  -2.203
C  0.360  -3.504  -2.912
C  1.081  -4.633  -2.494
C  1.976  -4.555  -1.409
C  2.162  -3.342  -0.730
C  1.416  -2.242  -1.143
C  1.283  -0.893  -0.521
O  1.902  -0.389  0.399
C  -0.019  2.198  1.225
C  -0.557  2.448  2.488
H  -2.262  2.087  6.083
H  -0.604  1.910  5.418
H  -1.523  3.443  5.171
H  -3.518  0.779  2.129
H  -2.487  0.296  -0.110
H  -0.912  1.344  -1.805
H  2.096  2.854  -2.731
H  1.488  1.250  -3.248
H  0.370  2.634  -3.166
H  -0.329  -3.513  -3.754
H  0.946  -5.583  -3.009
H  2.522  -5.446  -1.097
H  2.851  -3.227  0.107
H  0.931  2.638  0.921
H  -0.033  3.132  3.163


[10]
2 unconnected molecules or ions with the total composition C17H15O2S in a non-equilibrium geometry, computed with ωB97M-V/def2-TZVPD.

HOMO energy, Eh: -0.101
Net charge: -1

Element x y z (Å)
C  -4.539  1.644  -1.857
C  -3.891  0.411  -1.955
C  -2.510  0.371  -2.149
C  -1.794  1.566  -2.222
S  0.017  1.507  -2.403
C  0.565  1.370  -0.733
C  1.820  0.995  -0.408
O  0.336  0.289  -3.107
O  0.384  2.780  -2.974
C  -2.444  2.800  -2.169
C  -3.826  2.839  -1.975
H  -5.613  1.674  -1.704
H  -4.447  -0.525  -1.889
H  -1.978  -0.576  -2.229
H  -0.195  1.631  0.014
H  2.178  1.383  0.560
H  2.519  0.712  -1.206
H  -1.866  3.717  -2.264
H  -4.330  3.805  -1.923
C  2.772  -0.884  0.440
C  2.499  -2.045  -0.358
C  1.764  -2.968  0.404
C  1.568  -2.431  1.720
C  2.250  -1.148  1.763
C  2.292  -0.424  2.955
C  1.630  -0.932  4.084
C  0.912  -2.144  4.026
C  0.902  -2.913  2.855
H  3.573  -0.163  0.256
H  2.778  -2.165  -1.402
H  1.401  -3.946  0.107
H  2.831  0.527  2.993
H  1.639  -0.363  5.015
H  0.395  -2.507  4.919
H  0.406  -3.887  2.817


[11]
9 unconnected molecules or ions with the total composition C17H16BCl24NO4 in a non-equilibrium geometry, computed with ωB97M-V/def2-TZVPD.

HOMO energy, Eh: -0.356
Net charge: 0
SMILES: COB(O)c1cccc2c1C(=O)NC2=O.ClC(Cl)Cl.ClC(Cl)Cl.ClC(Cl)Cl.ClC(Cl)Cl.ClC(Cl)Cl.ClC(Cl)Cl.ClC(Cl)Cl.ClC(Cl)Cl

Element x y z (Å)
C  1.730  2.163  -2.487
O  1.805  1.251  -3.597
B  2.626  0.140  -3.356
O  3.715  -0.133  -4.209
C  2.425  -0.919  -2.144
C  1.340  -1.897  -2.195
C  1.133  -2.845  -1.086
C  2.030  -2.797  0.103
C  3.086  -1.816  0.068
C  3.342  -0.847  -1.015
C  4.537  0.092  -0.710
O  4.868  1.115  -1.219
N  5.176  -0.590  0.423
C  4.196  -1.450  1.094
O  4.302  -1.728  2.251
H  2.373  3.071  -2.595
H  0.658  2.504  -2.418
H  1.975  1.705  -1.492
H  3.449  0.016  -5.136
H  0.686  -1.901  -3.092
H  0.278  -3.582  -1.150
H  1.914  -3.464  0.980
H  5.861  -1.218  -0.013
Cl  -1.066  -3.624  0.175
C  -2.498  -4.132  1.090
Cl  -3.863  -4.409  0.003
Cl  -2.149  -5.584  2.034
H  -2.764  -3.333  1.777
Cl  3.690  0.395  -7.560
C  5.125  -0.459  -8.149
Cl  6.061  0.576  -9.231
Cl  6.118  -1.009  -6.797
H  4.796  -1.329  -8.708
Cl  -1.494  -0.738  1.818
C  -2.789  0.146  2.631
Cl  -3.539  1.307  1.528
Cl  -3.996  -0.977  3.269
H  -2.358  0.695  3.464
Cl  0.662  -0.311  5.255
C  0.822  -2.062  5.109
Cl  -0.714  -2.853  5.487
Cl  1.363  -2.508  3.487
H  1.566  -2.400  5.823
Cl  0.091  2.510  1.114
C  -0.672  3.986  0.517
Cl  0.234  5.411  1.038
Cl  -0.799  3.936  -1.242
H  -1.673  4.047  0.933
Cl  -2.364  0.827  6.642
C  -1.810  2.493  6.471
Cl  -1.147  2.739  4.853
Cl  -3.123  3.628  6.797
H  -1.019  2.670  7.193
Cl  -9.421  -2.690  3.677
C  -7.931  -1.875  4.165
Cl  -8.069  -1.263  5.817
Cl  -6.548  -2.966  4.019
H  -7.771  -1.032  3.501
Cl  -3.840  3.598  -5.986
C  -2.837  4.734  -5.077
Cl  -3.836  5.733  -4.015
Cl  -1.608  3.871  -4.145
H  -2.334  5.385  -5.784